(1)
{"formula": "C29H51N7O4PRuS", "method": "ωB97M-V/def2-TZVPD", "homo_energy_ev": [-6.75, -6.71], "homo_lumo_gap_ev": [7.15, 7.00], "s_squared": 0.760, "de_lowest_ev": 0.0000, "e_lumo_ev": [0.4, 0.3], "multiplicity": 2, "elements": ["Ru", "N", "C", "S", "N", "N", "C", "C", "C", "C", "C", "C", "C", "O", "H", "H", "H", "H", "H", "H", "H", "C", "O", "C", "C", "O", "C", "C", "O", "C", "H", "H", "H", "H", "H", "H", "H", "H", "H", "H", "H", "H", "H", "H", "N", "P", "N", "C", "C", "C", "C", "C", "N", "C", "C", "C", "C", "C", "N", "C", "C", "C", "C", "C", "H", "H", "H", "H", "H", "H", "H", "H", "H", "H", "H", "H", "H", "H", "H", "H", "H", "H", "H", "H", "H", "H", "H", "H", "H", "H", "H", "H", "H", "H"], "coordinates": [[0.4071, 1.4098, -1.0427], [0.7794, 4.2558, -4.3767], [0.8855, 3.5687, -3.1907], [1.0563, 1.8269, -3.2984], [0.8302, 4.2626, -2.1144], [0.9080, 3.4154, -0.9823], [1.0012, 4.0369, 0.0769], [1.4957, 3.4676, 1.3200], [1.6585, 4.3349, 2.4086], [2.2919, 3.9441, 3.5594], [2.7853, 2.6290, 3.6315], [2.5924, 1.7425, 2.6058], [1.9023, 2.1197, 1.4229], [1.6996, 1.2133, 0.5153], [1.1723, 3.7953, -5.1771], [0.9815, 5.2387, -4.3068], [0.7952, 5.1055, 0.0242], [1.2950, 5.3566, 2.3087], [2.4259, 4.6370, 4.3823], [3.3432, 2.3125, 4.5082], [2.9673, 0.7232, 2.6625], [-1.9557, 2.8867, 1.4380], [-1.7677, 1.9085, 0.4272], [-2.9571, 1.6174, -0.2696], [-2.5479, 0.7012, -1.3757], [-1.5007, 1.2643, -2.1636], [-1.8778, 2.0009, -3.3147], [-2.4250, 3.3871, -3.0319], [-1.6742, 3.9735, -2.0006], [-1.9630, 5.3445, -1.8312], [-2.7116, 2.5555, 2.1555], [-1.0146, 3.0216, 1.9545], [-2.2765, 3.8363, 0.9988], [-3.6949, 1.1229, 0.3714], [-3.3873, 2.5457, -0.6429], [-2.1160, -0.1998, -0.9553], [-3.4227, 0.4351, -1.9740], [-0.9743, 2.0926, -3.9071], [-2.6164, 1.4267, -3.8788], [-2.3243, 3.9785, -3.9483], [-3.4939, 3.3600, -2.7744], [-1.8213, 5.8991, -2.7659], [-2.9940, 5.4968, -1.4915], [-1.2719, 5.7336, -1.0867], [0.1133, -0.4709, -1.0828], [0.2172, -1.7293, -0.2083], [-0.4086, -1.7825, 1.3525], [-1.8590, -1.5010, 1.4802], [-2.3631, -1.9947, 2.8334], [-1.5765, -1.3396, 3.9756], [-0.0737, -1.5385, 3.7644], [0.3317, -1.0311, 2.3904], [-0.6551, -2.9809, -0.8905], [-0.4880, -3.1803, -2.3522], [-1.5544, -4.1484, -2.8448], [-1.3454, -5.5524, -2.2426], [-0.6953, -5.4632, -0.8476], [-1.0998, -4.1752, -0.1394], [1.7948, -2.1443, 0.0316], [2.1520, -3.3958, 0.7119], [3.6437, -3.3901, 1.0808], [4.1086, -1.9690, 1.3941], [4.0227, -1.0931, 0.1305], [2.8647, -1.5357, -0.7757], [-2.3972, -1.9886, 0.6680], [-2.0298, -0.4178, 1.4027], [-2.2326, -3.0838, 2.8802], [-3.4325, -1.7819, 2.9237], [-1.8858, -1.7568, 4.9376], [-1.7968, -0.2638, 3.9976], [0.1577, -2.6083, 3.8217], [0.5050, -1.0261, 4.5372], [1.3986, -1.1371, 2.2245], [0.0969, 0.0360, 2.3128], [0.5086, -3.5820, -2.5930], [-0.5726, -2.2141, -2.8352], [-1.5423, -4.1916, -3.9344], [-2.5304, -3.7506, -2.5460], [-0.7070, -6.1460, -2.9011], [-2.3048, -6.0736, -2.1762], [0.3939, -5.4836, -0.9421], [-0.9793, -6.3203, -0.2342], [-0.6937, -4.1390, 0.8674], [-2.1924, -4.1658, -0.0393], [1.9283, -4.2685, 0.0866], [1.5465, -3.4844, 1.6180], [4.2380, -3.7861, 0.2502], [3.7999, -4.0556, 1.9310], [5.1281, -1.9786, 1.7799], [3.4712, -1.5547, 2.1843], [4.9583, -1.1654, -0.4326], [3.8837, -0.0451, 0.4075], [3.2175, -2.2498, -1.5312], [2.4502, -0.6857, -1.2975]]}


(2)
{"formula": "C29H51NO2PbSSi2", "method": "ωB97M-V/def2-TZVPD", "homo_energy_ev": -5.69, "homo_lumo_gap_ev": 5.57, "de_lowest_ev": 0.0211, "e_lumo_ev": -0.1, "multiplicity": 1, "elements": ["O", "O", "C", "C", "H", "H", "H", "H", "H", "C", "C", "H", "H", "H", "H", "H", "C", "C", "C", "H", "H", "H", "H", "H", "C", "H", "H", "H", "H", "H", "H", "Pb", "C", "Si", "H", "H", "C", "C", "C", "C", "Si", "H", "H", "C", "C", "C", "H", "H", "H", "H", "H", "H", "H", "H", "H", "H", "H", "H", "H", "H", "H", "H", "H", "H", "S", "C", "C", "C", "C", "C", "C", "N", "C", "C", "C", "C", "C", "C", "C", "H", "H", "H", "H", "H", "H", "H", "H"], "coordinates": [[0.5025, 0.8634, 1.9872], [4.3388, -1.2575, -0.1621], [1.1012, 2.1802, 1.9570], [0.5393, 3.1531, 2.9762], [0.9234, 2.5336, 0.9348], [2.1892, 2.0732, 2.1070], [-0.5540, 3.2272, 2.9521], [0.9442, 4.1365, 2.7417], [0.8633, 2.9193, 3.9931], [0.5321, 0.2147, 3.2920], [1.9317, -0.2273, 3.6721], [-0.1560, -0.6342, 3.2141], [0.1253, 0.9253, 4.0288], [2.3540, -0.8956, 2.9201], [1.9069, -0.7533, 4.6305], [2.5968, 0.6325, 3.8105], [4.5883, -2.6348, -0.4924], [5.5058, -0.5032, 0.2035], [4.2604, -3.5856, 0.6505], [5.6425, -2.7759, -0.7892], [3.9324, -2.8473, -1.3471], [4.9186, -3.4219, 1.5175], [4.4205, -4.6093, 0.2982], [3.2141, -3.4898, 0.9728], [6.3177, -1.0723, 1.3593], [5.1147, 0.4865, 0.4647], [6.1619, -0.4065, -0.6778], [5.7127, -1.2540, 2.2572], [7.0834, -0.3348, 1.6195], [6.8362, -1.9999, 1.0822], [2.4443, -0.4639, -1.3120], [-1.1531, 0.1220, -0.0455], [1.9885, -0.5607, -2.3393], [2.9135, 0.2131, -3.8252], [1.9453, -1.6370, -2.5387], [0.9551, -0.1682, -2.2883], [3.6624, 1.8404, -3.2706], [1.7670, 0.5349, -5.2908], [4.3031, -0.8803, -4.4925], [-1.8558, 2.2859, -0.3777], [-3.4640, 2.4842, -1.2992], [-0.9979, 2.7117, -0.9279], [-1.8629, 2.7778, 0.6070], [-3.1181, 2.4058, -3.1443], [-4.2338, 4.1584, -0.9279], [-4.7122, 1.1563, -0.8385], [4.8001, -0.3935, -5.3447], [3.9352, -1.8528, -4.8472], [5.0677, -1.0627, -3.7274], [2.8683, 2.5739, -3.0784], [4.3345, 2.2462, -4.0404], [4.2348, 1.6844, -2.3477], [0.8186, 0.9846, -4.9708], [1.5346, -0.3869, -5.8409], [2.2322, 1.2267, -6.0051], [-3.4624, 4.9323, -0.8001], [-4.8391, 4.1359, -0.0089], [-4.8887, 4.4716, -1.7476], [-5.0411, 1.2636, 0.2056], [-4.3266, 0.1347, -0.9775], [-5.5938, 1.2769, -1.4858], [-3.9801, 2.8079, -3.6932], [-2.9449, 1.3742, -3.4829], [-2.2351, 3.0096, -3.4014], [-5.0214, -2.3991, 2.1300], [-5.1549, -0.8679, 2.9728], [-6.1707, -0.4561, 3.8285], [-6.1211, 0.8561, 4.3257], [-5.0728, 1.7145, 3.9712], [-4.0394, 1.2867, 3.1305], [-4.0812, -0.0203, 2.6189], [-3.1915, -0.5815, 1.6960], [-3.5590, -1.8200, 1.3451], [-2.8495, -2.6556, 0.3915], [-3.2432, -3.9885, 0.1614], [-2.4935, -4.8042, -0.6846], [-1.3466, -4.2795, -1.2991], [-0.9654, -2.9340, -1.0991], [-1.7442, -2.1293, -0.2959], [-6.9604, -1.1575, 4.0788], [-6.9139, 1.1957, 4.9950], [-5.0656, 2.7333, 4.3630], [-3.2035, 1.9223, 2.8422], [-4.1427, -4.3806, 0.6445], [-2.7993, -5.8330, -0.8601], [-0.7399, -4.9125, -1.9509], [-0.0635, -2.5384, -1.5736]]}


(3)
{"formula": "C29H51NOP2Si4Y", "method": "ωB97M-V/def2-TZVPD", "total_charge": 1, "homo_energy_ev": [-8.87, -8.87], "homo_lumo_gap_ev": [4.58, 4.58], "e_lumo_ev": [-4.3, -4.3], "multiplicity": 1, "elements": ["C", "C", "C", "C", "C", "C", "C", "C", "C", "C", "C", "C", "C", "H", "H", "H", "H", "H", "H", "H", "N", "Y", "C", "H", "H", "C", "H", "H", "P", "P", "C", "H", "H", "H", "C", "H", "H", "H", "C", "H", "H", "H", "C", "H", "H", "H", "C", "O", "H", "C", "Si", "C", "C", "Si", "Si", "C", "C", "C", "Si", "C", "C", "C", "H", "H", "H", "H", "H", "H", "H", "H", "H", "H", "H", "H", "H", "H", "H", "H", "H", "H", "H", "H", "H", "H", "H", "H", "H", "H", "H"], "coordinates": [[-4.1976, 2.8328, -2.9095], [-3.4419, 2.9221, -1.7489], [-3.5175, 1.8138, -0.8240], [-3.7309, 0.5313, -1.3968], [-4.4118, 0.4275, -2.6167], [-4.7226, 1.5939, -3.3236], [-3.0935, -0.6098, -0.6987], [-3.2721, -0.4371, 0.7609], [-3.0437, 0.8746, 1.2600], [-2.4215, 0.9629, 2.5606], [-2.6794, -0.0676, 3.4606], [-3.2800, -1.2638, 3.0205], [-3.5117, -1.4772, 1.6649], [-4.3400, 3.7305, -3.5232], [-4.6885, -0.5545, -2.9955], [-5.3202, 1.5496, -4.2300], [-3.4911, -1.5687, -1.0474], [-2.3803, 0.0500, 4.5078], [-3.4999, -2.0496, 3.7476], [-3.8472, -2.4504, 1.2951], [-3.2860, 1.9875, 0.5094], [0.0127, 0.5623, -0.8451], [-2.4600, 4.0310, -1.4803], [-2.5532, 4.4051, -0.4509], [-2.5754, 4.8574, -2.1996], [-1.4545, 2.0781, 2.8466], [-1.8995, 3.0492, 2.5877], [-1.1468, 2.0701, 3.9033], [-0.7064, 3.3520, -1.6469], [0.1149, 1.9028, 1.8038], [1.1872, 1.0595, 3.0284], [2.2259, 1.0409, 2.6693], [1.1500, 1.6106, 3.9796], [0.8600, 0.0251, 3.1944], [0.7229, 3.6126, 2.0059], [1.0867, 3.7583, 3.0337], [1.5447, 3.8070, 1.3065], [-0.0908, 4.3215, 1.8065], [-0.5669, 3.3941, -3.4826], [-0.8358, 4.3959, -3.8494], [0.4695, 3.1711, -3.7715], [-1.2326, 2.6499, -3.9382], [0.2055, 4.8915, -1.2726], [1.2854, 4.7017, -1.3212], [-0.0623, 5.6649, -2.0086], [-0.0479, 5.2420, -0.2638], [1.8919, 1.9679, -0.8161], [2.7839, 2.7138, -0.8083], [-1.7923, -0.5787, -0.9624], [4.5532, 0.1798, 0.4911], [3.7237, -1.4578, 0.9112], [4.6573, -2.8552, 0.0674], [3.8124, -1.7088, 2.7777], [1.5260, -1.4613, 0.2150], [1.2452, -1.6982, -2.1336], [2.9633, -1.7865, -2.8687], [0.3294, -3.2930, -2.5112], [0.3301, -0.2995, -3.1191], [0.5686, -3.2267, 1.3647], [1.7421, -4.6960, 1.2813], [0.2706, -2.6746, 3.1422], [-1.0944, -3.7421, 0.6473], [5.6043, 0.1161, 0.8134], [4.0928, 1.0309, 1.0083], [4.5379, 0.3937, -0.5849], [5.5911, -2.9998, 0.6297], [4.1099, -3.8051, 0.0642], [4.9172, -2.5995, -0.9665], [3.3677, -0.8751, 3.3359], [3.3379, -2.6389, 3.1139], [4.8798, -1.7595, 3.0403], [3.4566, -2.7345, -2.6197], [2.8384, -1.7191, -3.9591], [3.6058, -0.9593, -2.5397], [-0.7538, -3.1850, -2.3696], [0.5175, -3.5267, -3.5695], [0.6733, -4.1351, -1.8974], [-0.7704, -0.3999, -3.1616], [0.6060, 0.7691, -2.9138], [0.7108, -0.4437, -4.1389], [2.7071, -4.5058, 1.7669], [1.2487, -5.5274, 1.8061], [1.9293, -5.0098, 0.2454], [-0.3862, -1.7958, 3.1922], [-0.2396, -3.4987, 3.6634], [1.1963, -2.4499, 3.6866], [-1.7655, -2.8853, 0.5022], [-1.0054, -4.2745, -0.3068], [-1.5743, -4.4169, 1.3722]]}


What is the formula in the second record?
C29H51NO2PbSSi2